{
  "formula": "C54H69AsBrN4O5PS2Ti",
  "method": "the ωB97M-V functional and the def2-TZVPD basis",
  "species": ["Br", "As", "Ti", "S", "S", "P", "O", "O", "O", "O", "O", "N", "N", "N", "N", "C", "C", "C", "C", "C", "C", "C", "C", "C", "C", "C", "C", "C", "C", "C", "C", "C", "C", "C", "C", "C", "C", "C", "C", "C", "C", "C", "C", "C", "C", "C", "C", "C", "C", "C", "C", "C", "C", "C", "C", "C", "C", "C", "C", "C", "C", "C", "C", "C", "C", "C", "C", "C", "C", "H", "H", "H", "H", "H", "H", "H", "H", "H", "H", "H", "H", "H", "H", "H", "H", "H", "H", "H", "H", "H", "H", "H", "H", "H", "H", "H", "H", "H", "H", "H", "H", "H", "H", "H", "H", "H", "H", "H", "H", "H", "H", "H", "H", "H", "H", "H", "H", "H", "H", "H", "H", "H", "H", "H", "H", "H", "H", "H", "H", "H", "H", "H", "H", "H", "H", "H", "H", "H"],
  "xyz": [[1.55034, -1.20073, 2.88590], [-1.37580, -2.49883, 5.62021], [-0.52119, -0.08505, -0.78333], [-1.99933, 1.04629, 2.06288], [-0.91470, -3.64226, 3.94700], [3.02767, -1.46612, -1.15399], [0.70841, 1.07118, -1.38871], [-1.32970, 0.46332, 3.18208], [-3.42328, 0.95550, 1.96744], [-1.45055, 3.18426, -1.31163], [-1.39690, 0.43393, 0.75143], [-1.72371, 0.34216, -2.35738], [-0.22281, -1.94974, -0.94232], [1.52552, 2.45525, 0.27228], [1.70039, 1.31257, 0.98989], [2.45822, 1.38960, 2.00979], [-2.19348, -5.11632, 1.11836], [1.50864, 5.58402, -2.93397], [0.88899, 3.50671, -1.83660], [-0.31587, 3.12769, 2.50768], [-3.45468, 0.68463, -3.75621], [6.22917, 2.66742, 5.27957], [-3.13570, -1.71347, 5.59354], [1.41758, 2.24574, -1.17953], [1.70579, -3.93493, -4.17744], [-2.30545, -3.04251, -0.14650], [-0.44612, 3.92680, -1.83549], [0.32149, -3.94845, -4.00438], [4.22497, -0.62611, -3.78257], [-0.25571, -3.27616, -2.95247], [4.69518, -2.62463, 0.73262], [3.71988, 0.28793, 3.80675], [1.89640, -2.46325, -2.22055], [6.46089, 2.72648, 2.89239], [2.71701, 0.28333, 2.92096], [0.07536, 4.45073, 2.39186], [4.79000, 1.29736, 3.90066], [6.85269, 3.17233, 4.14612], [-3.16922, -1.99430, -0.78830], [-0.81269, -5.02555, 1.08671], [-0.17086, -1.06912, 6.11139], [-0.72439, 5.37716, 1.72814], [5.44241, 1.79290, 2.77042], [0.14201, -0.08546, -4.10344], [5.21403, 1.73311, 5.15731], [-1.27859, 0.13292, -3.67126], [-3.93303, 1.11260, -1.29916], [3.69517, -0.24084, -2.40255], [0.50989, -2.53442, -2.04381], [-1.51913, 2.72970, 1.94736], [2.45284, -3.19718, -3.27908], [1.84220, 4.34874, -2.40392], [-0.15498, -3.96876, 0.47085], [-2.34927, 3.63789, 1.30693], [4.35112, -2.75080, -0.75560], [-2.91778, -4.10937, 0.49803], [5.64515, -2.74748, -1.56821], [1.34325, -3.94626, 0.53322], [-2.88356, -6.22658, 1.85801], [2.35401, -4.69219, -5.30339], [-1.94386, 4.95570, 1.20091], [-0.79058, 5.16147, -2.37310], [4.67414, 0.70232, -1.69046], [-0.29559, 6.81152, 1.59015], [0.18070, 5.98671, -2.91116], [-3.06923, 0.70309, -2.44731], [-2.32286, 0.32028, -4.53016], [-0.90746, -2.97637, -0.17074], [-1.40047, -3.59035, 7.21953], [-3.45319, 1.00832, -0.33536], [4.73172, 1.33913, 6.04405], [-0.10434, 6.94401, -3.32843], [7.64983, 3.89789, 4.24128], [-0.21610, -5.78000, 1.58921], [1.98543, -4.34490, -6.27043], [-3.85355, -2.53060, 5.54160], [-1.83435, 5.44712, -2.36607], [-2.26127, 0.23414, -5.60451], [2.77396, 0.31920, -2.58917], [1.01782, 4.76953, 2.82210], [2.97369, 2.32447, 2.24767], [3.43635, -4.56625, -5.29070], [0.79723, -0.45325, -3.32353], [-2.57873, 5.66970, 0.69003], [-4.00181, -4.14410, 0.51750], [3.77058, -0.52780, 4.51929], [5.48700, -2.98084, -2.61924], [4.33820, 0.94211, -0.67781], [-2.25811, -7.11768, 1.90771], [6.53912, 2.99909, 6.26209], [-1.12529, 2.27822, -1.23226], [-1.69556, -3.00895, 8.09288], [2.87635, 4.01934, -2.42560], [0.29819, 2.40396, 3.02685], [3.80835, -2.61586, 1.36509], [5.17051, 1.41652, 1.79109], [2.18288, 3.19960, 0.49621], [-0.44026, 7.16150, 0.56755], [-0.30584, -4.50328, -4.69280], [-0.88354, 7.45696, 2.24565], [3.52993, -3.19180, -3.39725], [6.32349, -3.50430, -1.16544], [5.33600, -3.45270, 1.04631], [-3.23315, -1.08496, 4.71370], [-3.82801, -6.49331, 1.38261], [-1.32708, -3.31926, -2.80917], [0.75466, 6.93773, 1.84968], [-4.22154, 2.16100, -1.40416], [-0.30821, -0.22279, 5.44334], [0.57582, 0.84992, -4.47050], [-3.02001, -1.02141, -0.32042], [1.67131, -4.26143, 1.52511], [-3.10058, -5.91579, 2.88274], [-0.40462, -4.00532, 7.36391], [2.41754, 2.10095, -1.60186], [2.27093, 6.21765, -3.36610], [-4.44299, 0.92992, -4.11375], [-2.10042, -4.40765, 7.05739], [-4.22122, -2.24176, -0.65225], [0.17426, -0.81415, -4.91510], [-3.28716, 3.30410, 0.88429], [1.78074, -4.62522, -0.20431], [4.50330, 0.28668, -4.31778], [4.78286, 1.63729, -2.24801], [3.86144, -3.71391, -0.91986], [-4.84709, 0.51708, -1.26469], [5.23905, -1.69346, 0.92051], [0.84850, -1.43993, 6.02356], [6.16197, -1.78919, -1.50383], [2.13675, -5.75964, -5.23673], [-3.29593, -1.13103, 6.50090], [-2.97779, -1.88079, -1.85737], [5.66893, 0.25972, -1.61638], [3.46884, -1.13439, -4.37956], [6.95989, 3.09462, 2.00503], [1.72949, -2.94694, 0.35870], [5.11344, -1.25321, -3.73753], [-0.38207, -0.78479, 7.14236]],
  "forces_ev_per_angstrom": [[-0.1, 0.0, -0.1], [0.0, -0.1, 0.2], [-0.4, -0.5, -0.4], [0.1, 0.1, 0.1], [0.0, 0.1, 0.0], [-0.1, -0.1, 0.0], [-0.1, 0.2, -0.1], [0.0, -0.1, 0.1], [0.0, -0.1, 0.0], [0.3, 0.0, -0.2], [0.1, 0.0, -0.1], [0.1, 0.1, 0.2], [0.4, 0.2, 0.0], [-0.3, -0.1, -0.2], [0.3, -0.1, 0.0], [0.0, 0.0, -0.1], [0.0, 0.0, 0.0], [0.0, 0.0, 0.0], [0.1, 0.0, 0.0], [-0.1, 0.1, 0.1], [0.0, 0.0, 0.0], [0.0, 0.0, 0.0], [0.0, 0.0, 0.0], [0.2, -0.1, 0.1], [0.0, 0.0, 0.0], [-0.1, 0.1, 0.0], [0.0, 0.0, 0.1], [0.0, 0.0, 0.0], [0.0, 0.0, 0.0], [0.0, 0.0, 0.1], [0.0, 0.0, 0.0], [0.0, 0.0, 0.0], [0.1, 0.0, -0.1], [0.0, 0.0, 0.0], [0.1, -0.1, 0.1], [-0.1, 0.0, 0.0], [0.0, 0.0, 0.0], [0.0, 0.0, 0.0], [0.1, -0.1, 0.0], [0.0, 0.0, 0.0], [0.0, 0.0, -0.1], [0.0, 0.0, 0.0], [0.0, 0.0, 0.0], [0.0, 0.1, 0.0], [0.0, 0.0, 0.0], [0.0, 0.0, -0.1], [0.0, 0.1, 0.0], [0.0, 0.1, 0.1], [0.0, -0.1, 0.1], [-0.1, 0.0, 0.1], [0.0, 0.0, 0.0], [0.0, 0.0, 0.0], [0.0, 0.0, 0.0], [0.0, 0.0, 0.1], [0.1, 0.1, 0.0], [0.0, 0.0, 0.0], [0.0, 0.0, 0.0], [0.0, 0.0, 0.0], [0.0, 0.0, 0.0], [0.0, 0.0, 0.0], [0.0, 0.0, 0.1], [0.0, 0.0, 0.0], [0.0, 0.0, 0.0], [0.0, 0.0, 0.0], [0.0, 0.0, 0.0], [0.0, -0.1, 0.0], [0.0, -0.1, 0.0], [0.1, 0.0, 0.0], [0.0, 0.0, 0.0], [0.0, 0.0, 0.0], [0.0, 0.0, 0.0], [0.0, 0.0, 0.0], [0.0, 0.0, 0.0], [0.0, 0.0, 0.0], [0.0, 0.0, 0.0], [0.0, 0.0, 0.0], [0.0, 0.0, 0.0], [0.0, 0.0, 0.0], [0.0, 0.1, 0.0], [0.0, 0.0, 0.0], [0.0, 0.0, 0.0], [0.0, 0.0, 0.0], [0.0, 0.0, 0.0], [0.0, 0.0, 0.0], [0.0, 0.0, 0.0], [0.0, 0.0, 0.0], [0.0, 0.0, 0.0], [0.0, 0.0, 0.0], [0.0, 0.0, 0.0], [0.0, 0.0, 0.0], [-0.3, 0.0, -0.2], [0.0, 0.0, 0.0], [0.0, 0.0, 0.0], [-0.1, 0.0, 0.0], [0.0, 0.0, 0.0], [0.0, 0.0, 0.0], [0.0, 0.1, 0.0], [0.0, 0.0, 0.0], [0.0, 0.0, 0.0], [0.0, 0.0, 0.0], [0.0, 0.0, 0.0], [0.0, 0.0, 0.0], [0.0, 0.0, 0.0], [0.0, 0.1, -0.1], [0.0, 0.0, 0.0], [0.0, 0.0, 0.0], [0.0, 0.0, 0.0], [0.0, 0.0, 0.0], [0.0, 0.0, -0.1], [0.0, 0.0, 0.0], [-0.1, -0.1, 0.0], [0.0, 0.0, 0.0], [0.0, 0.0, 0.0], [0.0, 0.0, 0.0], [0.1, -0.2, 0.0], [0.0, 0.0, 0.0], [0.0, 0.0, 0.0], [0.0, 0.0, 0.0], [0.0, 0.0, 0.0], [0.0, 0.0, 0.0], [0.0, 0.0, 0.0], [0.0, 0.0, 0.0], [0.0, 0.0, 0.0], [0.0, 0.0, 0.0], [-0.1, 0.0, 0.0], [0.0, 0.0, 0.0], [0.0, 0.0, 0.0], [0.0, 0.0, 0.0], [0.0, 0.0, 0.0], [0.0, 0.0, 0.0], [0.0, 0.0, 0.0], [0.0, 0.0, 0.0], [0.0, 0.0, 0.0], [0.0, 0.0, 0.0], [0.0, 0.0, 0.0], [0.0, 0.0, 0.1], [0.0, 0.0, 0.0], [0.0, 0.0, 0.0]],
  "lowdin_charge": [0.851, 0.606, 1.120, 0.569, 0.124, 1.117, -0.257, -0.306, -0.262, 0.064, -0.422, -0.052, -0.065, 0.033, 0.039, -0.217, -0.300, -0.090, -0.081, -0.065, -0.060, -0.082, -0.250, -0.336, -0.264, -0.190, -0.240, -0.022, -0.100, 0.000, -0.136, -0.105, -0.310, -0.078, -0.617, -0.038, -0.228, -0.090, -0.028, -0.083, -0.269, -0.259, -0.050, -0.040, -0.037, -0.336, -0.047, -0.541, -0.294, -0.272, -0.065, -0.036, -0.209, -0.046, -0.533, -0.004, -0.114, -0.064, -0.054, -0.045, -0.032, -0.006, -0.130, -0.042, -0.080, -0.371, -0.061, -0.185, -0.277, 0.019, 0.114, 0.105, 0.102, 0.120, 0.082, 0.036, 0.122, 0.101, 0.060, 0.113, 0.128, 0.074, 0.021, 0.122, 0.118, 0.104, 0.051, 0.047, 0.076, 0.103, 0.055, 0.031, 0.112, 0.101, 0.025, 0.103, 0.139, 0.077, 0.119, 0.085, 0.089, 0.080, 0.079, 0.022, 0.076, 0.122, 0.075, 0.085, 0.008, 0.089, 0.039, 0.083, 0.068, 0.032, 0.112, 0.100, 0.102, 0.030, 0.093, 0.087, 0.117, 0.096, 0.081, 0.074, 0.090, 0.090, 0.072, 0.018, 0.062, 0.082, 0.038, 0.084, 0.065, 0.065, 0.104, -0.011, 0.059, 0.033],
  "gap_ev": 7.0,
  "e_lumo_ev": -0.076,
  "multiplicity": 1,
  "e_homo_ev": -7.1,
  "total_energy_ha": -9491.397105,
  "charge": 0
}